[1]
DFT (the ωB97M-V functional and the def2-TZVPD basis) results for the molecule C3H6N4O at a distorted geometry.

XYZ file:
```
14
Properties=species:S:1:pos:R:3
C -0.461 0.730 -0.416
C -1.627 0.392 0.162
C 2.733 -0.785 -0.249
N -0.776 -1.366 1.403
N 1.704 -0.136 -0.841
N 0.633 0.032 -0.170
N -2.827 0.998 -0.023
O -1.709 -0.555 1.136
H -0.216 1.424 -1.217
H 3.017 -1.741 -0.823
H 3.595 -0.163 -0.237
H 2.521 -1.137 0.782
H -3.578 0.325 0.361
H -3.008 1.981 0.135
```

HOMO energy (alpha / beta): -7.8 / -8.0 eV
energy relative to the best compared isomer or geometry (same formula, charge and spin): 187.1 kcal per mole
gap between HOMO and LUMO (alpha / beta): 7.33 / 8.17 eV
E_tot: -411.9107 Ha
LUMO (alpha / beta): -0.44 / 0.13 eV
max |F|: 6.6 eV/A

Charges computed using Löwdin, reported in e: C -0.108; C -0.398; C -0.183; N 0.149; N -0.054; N -0.033; N 0.115; O -0.120; H 0.124; H 0.108; H 0.061; H 0.082; H 0.149; H 0.106

---

[2]
DFT (the ωB97M-V functional and the def2-TZVPD basis) results for the molecule C4H4N2OS at a distorted geometry.

XYZ file:
```
12
Properties=species:S:1:pos:R:3
C 1.610 -0.621 -0.030
C 0.394 -0.065 -0.170
C 0.039 1.314 -0.075
C -1.686 0.102 -0.050
H 3.498 -0.427 0.260
H 1.724 -1.670 0.151
H 0.728 2.197 0.013
H -3.518 -1.441 0.009
N -1.279 1.434 -0.022
N -0.776 -0.825 -0.144
O 2.727 0.115 0.034
S -3.461 -0.112 0.024
```

HOMO energy: -8.5 eV
energy relative to the best compared isomer or geometry (same formula, charge and spin): 27.9 kcal per mole
gap between HOMO and LUMO: 8.09 eV
E_tot: -737.7250 Ha
SMILES: O/C=C1\C=NC(S)=N1
LUMO: -0.45 eV
max |F|: 2.0 eV/A

Charges computed using Löwdin, reported in e: C -0.072; C -0.312; C -0.073; C -0.773; H 0.124; H 0.132; H 0.137; H -0.151; N 0.059; N 0.089; O 0.061; S 0.779

---

[3]
DFT (the ωB97M-V functional and the def2-TZVPD basis) results for a cluster of 10 separate species, C38H46Cl8N6 in total at a distorted geometry.

XYZ file:
```
98
Properties=species:S:1:pos:R:3
Cl -1.890 -4.419 -0.905
C -2.858 -5.001 0.479
C -2.206 -4.763 1.822
Cl -0.605 -5.689 1.869
H -2.962 -6.084 0.416
H -3.787 -4.452 0.320
H -2.887 -5.158 2.576
H -2.087 -3.679 1.834
Cl -1.854 -0.343 1.262
C -0.571 -1.302 0.431
C -0.054 -0.396 -0.765
Cl 1.361 -1.217 -1.400
H -0.948 -2.259 0.068
H 0.158 -1.444 1.229
H 0.368 0.558 -0.448
H -0.795 -0.260 -1.553
Cl -4.050 -1.874 7.165
C -3.089 -0.583 6.249
C -3.074 -0.834 4.709
Cl -2.633 -2.530 4.347
H -2.145 -0.495 6.787
H -3.552 0.366 6.519
H -2.476 -0.165 4.090
H -4.088 -0.809 4.311
Cl -3.325 0.384 -3.432
C -3.750 1.555 -2.189
C -5.017 1.313 -1.406
Cl -5.198 -0.183 -0.357
H -3.807 2.503 -2.724
H -2.957 1.580 -1.441
H -5.894 1.360 -2.051
H -5.154 2.112 -0.677
N 3.490 3.045 0.170
C 4.582 3.727 0.700
C 5.413 3.223 1.666
C 4.981 1.994 2.243
C 3.865 1.307 1.722
C 3.095 1.835 0.719
H 4.825 4.676 0.244
H 6.312 3.656 2.079
H 5.520 1.408 2.973
H 3.595 0.313 2.049
H 2.476 1.197 0.106
N 3.168 -5.404 -1.926
C 3.746 -5.192 -3.139
C 3.185 -4.397 -4.169
C 1.924 -3.839 -3.979
C 1.247 -4.087 -2.723
C 1.934 -4.841 -1.761
H 4.736 -5.622 -3.191
H 3.689 -4.223 -5.109
H 1.457 -3.264 -4.765
H 0.298 -3.627 -2.489
H 1.597 -4.837 -0.735
N -1.367 3.203 0.277
C -2.132 2.918 1.376
C -1.770 3.115 2.700
C -0.406 3.436 2.878
C 0.378 3.736 1.797
C -0.148 3.703 0.536
H -3.053 2.370 1.239
H -2.375 2.985 3.585
H -0.087 3.571 3.901
H 1.367 4.125 1.994
H 0.436 4.145 -0.258
N 1.393 5.448 -2.507
C 0.025 5.187 -2.817
C -0.399 3.918 -3.304
C 0.514 2.826 -3.211
C 1.790 3.070 -2.707
C 2.204 4.367 -2.460
H -0.698 5.936 -2.530
H -1.460 3.760 -3.428
H 0.369 1.759 -3.289
H 2.347 2.145 -2.712
H 3.194 4.553 -2.070
N 0.817 -0.079 6.822
C 0.438 -1.239 6.166
C 0.812 -1.457 4.869
C 1.652 -0.589 4.193
C 2.103 0.596 4.818
C 1.654 0.800 6.132
H -0.077 -1.912 6.835
H 0.531 -2.356 4.340
H 1.883 -0.712 3.145
H 2.554 1.352 4.192
H 1.613 1.842 6.415
N -2.167 -1.353 -6.408
C -1.233 -0.721 -7.211
C 0.073 -0.390 -6.766
C 0.438 -0.834 -5.519
C -0.524 -1.485 -4.668
C -1.791 -1.698 -5.169
H -1.559 -0.525 -8.222
H 0.806 0.134 -7.362
H 1.396 -0.579 -5.090
H -0.206 -1.843 -3.700
H -2.644 -2.065 -4.618
```

HOMO energy (alpha / beta): -11.0 / -11.0 eV
gap between HOMO and LUMO (alpha / beta): 7.49 / 2.16 eV
E_tot: -5485.1853 Ha
charge: +1
LUMO (alpha / beta): -3.52 / -8.84 eV
spin multiplicity: 2
max |F|: 4.1 eV/A

Charges computed using Löwdin, reported in e: Cl 0.584; C -0.638; C -0.624; Cl 0.508; H 0.072; H 0.073; H 0.075; H 0.012; Cl 0.576; C -0.573; C -0.639; Cl 0.654; H -0.001; H 0.053; H 0.022; H 0.051; Cl 0.490; C -0.577; C -0.617; Cl 0.564; H 0.036; H 0.062; H 0.022; H 0.059; Cl 0.643; C -0.677; C -0.610; Cl 0.492; H 0.069; H 0.032; H 0.073; H 0.058; N 0.061; C -0.127; C -0.041; C -0.031; C -0.093; C -0.136; H 0.102; H 0.111; H 0.110; H 0.091; H 0.072; N 0.054; C -0.133; C -0.069; C -0.069; C -0.127; C -0.159; H 0.096; H 0.097; H 0.075; H 0.020; H 0.084; N 0.151; C -0.109; C 0.016; C -0.011; C -0.018; C -0.074; H 0.099; H 0.128; H 0.124; H 0.125; H 0.099; N 0.085; C -0.059; C -0.016; C -0.041; C -0.063; C -0.139; H 0.107; H 0.093; H 0.096; H 0.109; H 0.096; N 0.063; C -0.140; C -0.100; C -0.078; C -0.074; C -0.128; H 0.111; H 0.094; H 0.079; H 0.074; H 0.092; N 0.060; C -0.095; C -0.073; C -0.092; C -0.095; C -0.233; H 0.098; H 0.100; H 0.098; H 0.046; H 0.082

---

[4]
DFT (the ωB97M-V functional and the def2-TZVPD basis) results for the molecule C6H10O.

XYZ file:
```
17
Properties=species:S:1:pos:R:3
C -0.491 1.652 -0.026
C -0.318 0.729 1.175
O -1.107 -0.477 0.973
C -0.595 -1.581 0.517
C 0.700 -1.955 0.176
C 1.785 -1.066 0.125
C -0.209 1.008 -1.387
H 0.186 2.500 0.136
H -1.511 2.053 -0.012
H 0.723 0.441 1.319
H -0.753 1.174 2.074
H -1.392 -2.321 0.411
H -0.590 -0.016 -1.433
H 0.743 -3.018 -0.083
H 2.677 -1.647 -0.181
H -0.709 1.567 -2.184
H 0.862 0.958 -1.598
```

HOMO energy: -7.8 eV
energy relative to the best compared isomer or geometry (same formula, charge and spin): 90.6 kcal per mole
gap between HOMO and LUMO: 7.51 eV
E_tot: -309.6980 Ha
LUMO: -0.28 eV
max |F|: 0.4 eV/A

Charges computed using Löwdin, reported in e: C -0.210; C -0.169; O -0.027; C -0.140; C -0.226; C 0.050; C -0.105; H 0.116; H 0.106; H 0.074; H 0.126; H 0.135; H 0.058; H 0.081; H -0.007; H 0.071; H 0.067